1.
Density functional theory data (ωB97M-V with the def2-TZVPD basis set) for a structure of composition C20H26AgN2O10.

gap between HOMO and LUMO (alpha / beta): 3.1 / 2.3 eV
HOMO energy (alpha / beta): -0.85 / -0.85 eV
energy: -1786.3004 Ha
2S+1: 2
LUMO level (alpha / beta): 2.2046 / 1.4085 eV
relative energy (zero: lowest compared OMol25 entry of this formula, charge and spin): 141.0 kcal per mole
charge: -2

Geometry (Å):
Ag -0.738 0.118 0.300
C -1.990 1.130 6.572
C -1.217 1.069 7.805
C 0.414 0.793 7.667
O 1.033 0.706 8.772
C 0.958 0.757 6.318
C 0.186 0.871 5.237
C -1.353 1.013 5.366
O -2.151 0.990 4.299
O 0.746 0.800 4.060
O -1.576 1.538 8.879
H -3.047 1.334 6.660
H 1.942 0.333 6.180
C 3.972 1.808 -5.592
C 4.614 0.810 -6.303
C 4.008 -0.745 -6.291
O 4.468 -1.596 -7.144
C 2.887 -1.023 -5.441
C 2.332 -0.001 -4.688
C 2.853 1.457 -4.803
O 2.370 2.346 -4.039
O 1.440 -0.403 -3.828
O 5.642 1.002 -6.834
H 4.374 2.805 -5.704
H 2.655 -2.049 -5.197
C -0.860 -5.612 1.464
C -0.276 -4.218 1.449
C 1.026 -4.246 0.737
O 1.568 -2.937 0.526
C 2.950 -2.997 0.245
N -1.229 -3.344 0.677
H -1.518 -5.874 2.292
H -0.082 -6.348 1.672
H -1.376 -6.120 0.649
H -0.132 -3.836 2.460
H 0.863 -4.706 -0.237
H 1.682 -4.840 1.375
H 3.120 -3.608 -0.642
H 3.505 -3.316 1.126
H 3.235 -1.992 -0.067
H -1.546 -3.928 -0.084
H -2.048 -3.322 1.267
C -2.034 5.426 -1.427
C -2.384 3.970 -0.953
C -3.095 3.055 -1.897
O -3.044 1.638 -1.517
C -3.595 0.790 -2.499
N -1.185 3.329 -0.482
H -0.996 5.666 -1.659
H -2.304 6.089 -0.605
H -2.684 5.600 -2.284
H -2.979 4.077 -0.046
H -2.647 3.150 -2.886
H -4.133 3.382 -1.955
H -4.667 0.955 -2.397
H -3.477 -0.259 -2.228
H -3.161 1.041 -3.467
H -0.845 3.881 0.292
H -0.472 3.591 -1.148

These are the Mulliken partial charges, in e, on atoms 1 to 4: 0.821 -0.735 0.467 0.492

***

2.
Density functional theory data (ωB97M-V with the def2-TZVPD basis set) for a structure of composition C20H26Br48N3O.

gap between HOMO and LUMO: 3.1 eV
HOMO energy: -2.25 eV
energy: -124569.6247 Ha
2S+1: 1
LUMO level: 0.8904 eV
charge: -1

Geometry (Å):
C -1.296 -1.544 -1.866
C -0.058 -1.896 -1.105
O 0.589 -2.885 -1.423
N 0.353 -1.071 -0.069
C 1.613 -0.419 -0.423
N -0.707 -0.154 0.257
C -0.364 0.686 1.361
N -1.572 0.833 2.225
H -1.078 -1.232 -2.885
H -1.877 -0.754 -1.417
H -1.933 -2.426 -1.883
H 1.485 0.375 -1.170
H 2.138 -0.050 0.450
H 2.270 -1.172 -0.865
H 0.463 0.319 1.977
H -0.154 1.707 0.967
H -1.315 1.426 3.013
H -2.257 1.349 1.687
C -2.557 5.024 0.907
Br -1.339 5.466 2.335
Br -1.656 4.956 -0.799
Br -3.510 3.394 1.267
H -3.285 5.817 0.852
C 3.789 -2.917 1.323
Br 2.236 -2.074 2.077
Br 5.258 -1.680 1.133
Br 4.323 -4.481 2.343
H 3.520 -3.248 0.326
C 1.054 -6.484 -2.368
Br 2.003 -6.096 -0.746
Br 1.928 -5.673 -3.876
Br 0.797 -8.385 -2.593
H 0.077 -6.032 -2.284
C -6.718 7.074 2.160
Br -5.563 7.506 3.643
Br -5.732 6.977 0.506
Br -7.720 5.460 2.484
H -7.430 7.880 2.061
C 5.113 -8.980 0.184
Br 3.447 -9.934 0.389
Br 5.027 -7.230 0.990
Br 6.611 -10.006 0.846
H 5.269 -8.839 -0.876
C -1.162 -10.912 0.235
Br -2.237 -9.385 -0.243
Br -0.147 -11.574 -1.268
Br -0.020 -10.535 1.742
H -1.839 -11.698 0.532
C -4.695 8.477 -3.423
Br -6.361 7.515 -3.562
Br -4.971 10.301 -2.853
Br -3.438 7.555 -2.289
H -4.265 8.514 -4.413
C 2.832 6.312 3.319
Br 1.387 6.514 4.581
Br 2.610 7.469 1.793
Br 4.546 6.559 4.168
H 2.797 5.294 2.956
C 0.603 -4.737 4.713
Br 0.773 -5.564 2.986
Br -1.035 -3.730 4.862
Br 0.783 -6.023 6.143
H 1.419 -4.035 4.809
C 6.461 6.630 7.764
Br 7.627 7.057 9.242
Br 7.413 6.559 6.090
Br 5.466 5.013 8.075
H 5.743 7.432 7.684
C -3.224 0.959 -4.430
Br -2.814 2.051 -5.971
Br -2.981 -0.934 -4.782
Br -2.257 1.543 -2.868
H -4.275 1.101 -4.228
C 0.801 -1.099 -7.624
Br 0.264 0.748 -7.491
Br 1.075 -1.901 -5.897
Br -0.448 -2.108 -8.695
H 1.754 -1.119 -8.132
C 8.460 2.461 5.567
Br 8.597 3.430 3.904
Br 9.438 3.332 6.986
Br 6.624 2.147 6.058
H 8.919 1.496 5.412
C 3.601 9.221 9.607
Br 3.147 8.247 8.005
Br 2.387 10.687 9.916
Br 3.716 8.053 11.135
H 4.583 9.646 9.456
C -4.545 -3.170 -8.992
Br -4.330 -1.262 -9.125
Br -6.285 -3.736 -9.610
Br -3.131 -4.119 -9.896
H -4.481 -3.426 -7.944
C -9.123 -6.304 -9.059
Br -9.865 -7.136 -10.634
Br -10.356 -5.046 -8.273
Br -8.526 -7.611 -7.776
H -8.253 -5.746 -9.374

These are the Mulliken partial charges, in e, on atoms 1 to 4: -0.318 0.180 -0.613 0.683

***

3.
Density functional theory data (ωB97M-V with the def2-TZVPD basis set) for the molecule C20H26ClN3O3.

SMILES string: O=C(NCCN1CCCC1=O)[C@@H]1CCC(=O)N(CCc2ccc(Cl)cc2)C1
gap between HOMO and LUMO: 9.0 eV
HOMO energy: -8.38 eV
energy: -1627.9895 Ha
2S+1: 1
LUMO level: 0.6029 eV
relative energy (zero: lowest compared OMol25 entry of this formula, charge and spin): 1.6 kcal per mole
charge: 0

Geometry (Å):
O 0.551 -0.666 -0.222
C 0.980 -0.146 0.790
N 1.547 -0.855 1.793
C 1.925 -2.235 1.608
C 3.389 -2.336 1.142
N 3.593 -1.607 -0.081
C 3.327 -2.181 -1.382
C 3.130 -0.955 -2.279
C 3.922 0.138 -1.565
C 3.876 -0.290 -0.109
O 4.073 0.406 0.868
C 0.934 1.360 1.041
C 0.299 1.724 2.381
C -1.141 1.238 2.388
C -1.951 1.753 1.213
O -3.160 1.873 1.288
N -1.269 2.054 0.086
C -2.023 2.467 -1.080
C -2.299 1.290 -2.031
C -3.191 0.285 -1.361
C -2.645 -0.791 -0.674
C -3.456 -1.684 0.003
C -4.827 -1.497 -0.012
Cl -5.849 -2.611 0.831
C -5.393 -0.434 -0.695
C -4.570 0.451 -1.364
C 0.171 2.070 -0.074
H 2.082 -0.343 2.479
H 1.794 -2.780 2.545
H 1.257 -2.649 0.849
H 3.669 -3.381 0.994
H 4.040 -1.889 1.901
H 4.182 -2.790 -1.702
H 2.437 -2.812 -1.350
H 2.072 -0.692 -2.294
H 3.465 -1.130 -3.299
H 4.968 0.158 -1.881
H 3.508 1.136 -1.694
H 1.979 1.696 1.019
H 0.847 1.290 3.218
H 0.323 2.810 2.498
H -1.171 0.145 2.335
H -1.661 1.535 3.300
H -2.975 2.870 -0.724
H -1.467 3.252 -1.601
H -1.355 0.819 -2.310
H -2.775 1.681 -2.932
H -1.574 -0.928 -0.659
H -3.029 -2.515 0.542
H -6.463 -0.299 -0.694
H -5.008 1.288 -1.889
H 0.502 3.118 -0.128
H 0.413 1.588 -1.027

These are the Mulliken partial charges, in e, on atoms 1 to 4: -0.692 -0.481 0.229 -0.635

***

4.
Density functional theory data (ωB97M-V with the def2-TZVPD basis set) for the molecule C20H26ClNO3.

SMILES string: C[C@@H](OC[C@H](O)CN(C)CCOc1ccccc1)c1ccc(Cl)cc1
gap between HOMO and LUMO: 9.3 eV
HOMO energy: -8.61 eV
energy: -1518.3487 Ha
2S+1: 1
LUMO level: 0.7255 eV
relative energy (zero: lowest compared OMol25 entry of this formula, charge and spin): 39.6 kcal per mole
charge: 0

Geometry (Å):
C 0.358 -1.017 -2.257
C 0.559 -1.115 -0.744
O 0.008 -2.356 -0.331
C -0.201 -2.479 1.052
C -1.446 -1.729 1.574
O -1.706 -2.104 2.908
C -2.661 -1.976 0.656
N -2.782 -0.932 -0.342
C -3.461 -1.365 -1.542
C -3.308 0.321 0.174
C -2.416 1.499 -0.231
O -1.339 1.547 0.681
C -0.364 2.484 0.519
C 0.631 2.494 1.499
C 1.674 3.394 1.424
C 1.745 4.296 0.373
C 0.759 4.289 -0.596
C -0.296 3.392 -0.531
C 2.034 -1.007 -0.419
C 2.624 0.238 -0.246
C 3.977 0.349 0.019
C 4.746 -0.799 0.111
Cl 6.439 -0.669 0.448
C 4.178 -2.050 -0.065
C 2.825 -2.145 -0.334
H 0.861 -1.847 -2.746
H 0.772 -0.082 -2.626
H -0.702 -1.063 -2.482
H 0.020 -0.293 -0.259
H -0.345 -3.553 1.224
H 0.682 -2.154 1.619
H -1.246 -0.656 1.618
H -1.860 -3.056 2.940
H -3.564 -2.054 1.286
H -2.524 -2.926 0.134
H -4.513 -1.644 -1.365
H -2.938 -2.224 -1.959
H -3.441 -0.558 -2.275
H -4.327 0.504 -0.193
H -3.340 0.294 1.265
H -2.048 1.346 -1.253
H -2.984 2.439 -0.187
H 0.563 1.781 2.305
H 2.437 3.389 2.187
H 2.562 4.998 0.312
H 0.804 4.989 -1.418
H -1.053 3.412 -1.299
H 2.023 1.132 -0.313
H 4.430 1.319 0.155
H 4.789 -2.937 0.006
H 2.368 -3.113 -0.475

These are the Mulliken partial charges, in e, on atoms 1 to 4: -1.639 2.160 -0.479 -0.862

***

5.
Density functional theory data (ωB97M-V with the def2-TZVPD basis set) for a structure of composition C20H26EuN2O2Si.

gap between HOMO and LUMO (alpha / beta): 4.3 / 4.7 eV
HOMO energy (alpha / beta): -4.70 / -5.01 eV
energy: -2037.1404 Ha
2S+1: 8
LUMO level (alpha / beta): -0.3570 / -0.3159 eV
relative energy (zero: lowest compared OMol25 entry of this formula, charge and spin): 1.9 kcal per mole
charge: 0

Geometry (Å):
C 0.921 2.125 3.291
C 1.359 2.474 1.977
C 0.222 2.960 1.255
H 2.382 2.428 1.592
C -0.927 2.833 2.101
C -0.490 2.332 3.359
H -1.093 2.181 4.251
H 1.573 1.872 4.127
H 0.226 3.412 0.263
H -1.944 3.083 1.809
Eu -0.226 0.285 1.538
C -0.314 -4.062 -1.031
H -1.292 -3.557 -0.693
H 0.719 -4.529 -1.325
H -0.091 -3.236 -1.753
Si 0.239 0.771 -1.096
C 1.686 0.200 -2.086
C 2.836 0.986 -2.330
H 3.036 1.851 -1.696
C 3.662 0.670 -3.413
H 4.462 1.361 -3.710
C 3.477 -0.523 -4.126
H 4.135 -0.761 -4.975
C 2.449 -1.404 -3.748
H 2.332 -2.354 -4.281
C 1.557 -1.056 -2.727
H 0.741 -1.740 -2.456
C -1.123 1.034 -2.335
C -0.800 1.185 -3.699
H 0.191 0.900 -4.048
C -1.746 1.708 -4.584
H -1.466 1.885 -5.621
C -3.042 1.995 -4.138
H -3.754 2.458 -4.818
C -3.417 1.668 -2.826
H -4.451 1.819 -2.522
C -2.471 1.170 -1.928
H -2.757 0.896 -0.913
H -0.849 -4.952 -1.436
H 0.066 -4.115 -0.019
C -2.469 -1.590 5.697
O -1.002 -1.690 5.580
C -0.518 -1.292 4.400
O -1.223 -0.901 3.442
N 0.829 -1.357 4.329
N 1.402 -0.959 3.067
H -2.675 -1.951 6.705
H -2.951 -2.222 4.935
H -2.778 -0.542 5.568
H 1.386 -1.680 5.132
H 2.148 -0.281 3.259
H 1.833 -1.792 2.651

These are the Mulliken partial charges, in e, on atoms 1 to 4: -0.557 -0.699 -0.461 0.369

***

6.
Density functional theory data (ωB97M-V with the def2-TZVPD basis set) for a cluster of 5 separate species, C20H26F12O12 in total.

SMILES string: C[C@H]1OC(=O)O[C@H]1O.CCOC(=O)C(F)(F)F.CCOC(=O)C(F)(F)F.CCOC(=O)C(F)(F)F.CCOC(=O)C(F)(F)F
gap between HOMO and LUMO: 11.3 eV
HOMO energy: -11.03 eV
energy: -2878.9991 Ha
2S+1: 1
LUMO level: 0.2772 eV
charge: 0

Geometry (Å):
C 4.341 -0.440 -2.471
C 3.082 -0.360 -1.509
O 2.378 0.909 -1.711
C 1.098 0.451 -2.173
O 0.451 0.895 -3.142
O 0.817 -0.654 -1.283
C 1.981 -1.514 -1.549
O 1.704 -2.152 -2.804
H 5.150 -1.071 -1.979
H 4.110 -0.887 -3.493
H 4.785 0.594 -2.615
H 3.486 -0.444 -0.457
H 2.069 -2.157 -0.624
H 1.575 -3.106 -2.613
C 2.533 -2.855 5.137
C 2.870 -1.445 4.696
O 3.972 -1.450 3.772
C 3.665 -1.735 2.497
O 2.558 -1.982 2.101
C 4.913 -1.657 1.622
F 5.973 -2.268 2.175
F 5.284 -0.383 1.393
F 4.728 -2.225 0.418
H 3.416 -3.351 5.545
H 1.752 -2.845 5.895
H 2.188 -3.460 4.296
H 3.189 -0.858 5.558
H 2.004 -0.939 4.263
C -1.989 -1.433 -3.056
C -3.381 -1.938 -3.377
O -3.755 -1.581 -4.717
C -3.282 -2.378 -5.690
O -2.585 -3.337 -5.504
C -3.794 -1.913 -7.051
F -3.699 -0.580 -7.209
F -5.091 -2.229 -7.228
F -3.121 -2.467 -8.070
H -1.913 -0.358 -3.233
H -1.734 -1.635 -2.014
H -1.243 -1.914 -3.693
H -4.106 -1.463 -2.713
H -3.465 -3.017 -3.226
C -1.513 2.840 -5.500
C -0.776 3.852 -4.645
O -1.385 5.150 -4.758
C -2.474 5.355 -3.997
O -2.950 4.539 -3.258
C -2.984 6.782 -4.180
F -3.024 7.154 -5.472
F -2.199 7.676 -3.547
F -4.224 6.950 -3.696
H -1.574 3.184 -6.535
H -1.006 1.874 -5.477
H -2.538 2.700 -5.150
H 0.250 3.954 -5.003
H -0.723 3.537 -3.600
C -2.902 0.913 8.197
C -1.583 1.149 7.489
O -0.555 0.305 8.032
C -0.531 -0.958 7.574
O -1.299 -1.404 6.767
C 0.635 -1.724 8.195
F 0.740 -1.521 9.519
F 1.816 -1.356 7.655
F 0.531 -3.050 8.023
H -2.787 1.039 9.276
H -3.662 1.609 7.839
H -3.261 -0.105 8.032
H -1.260 2.179 7.651
H -1.673 1.005 6.409

These are the Mulliken partial charges, in e, on atoms 1 to 4: -1.203 0.774 -0.391 0.574